# C34H48F27N4O29S9

12 unconnected molecules or ions with the total composition C34H48F27N4O29S9 at a distorted geometry (the ωB97M-V functional and the def2-TZVPD basis, the Open Molecules 2025 dataset).

Values from the calculation:
**Total charge**: -4
**DFT total energy**: -272256.96795 eV
**2S+1**: 2

Structure (XYZ):
```
151
Properties=species:S:1:pos:R:3:forces:R:3:mulliken_spin:R:1
C 5.35634 -5.51166 -2.06275 0.1 1.1 -0.7 0.000
C 6.52301 -4.95597 -2.98079 0.1 0.3 -0.2 0.000
N 6.74445 -3.41467 -2.96110 0.2 -0.2 0.6 0.000
C 7.04070 -3.00298 -1.51423 -0.9 0.0 -0.1 0.000
C 7.94349 -2.88681 -3.81322 1.0 -0.9 0.6 0.000
C 9.33413 -3.46198 -3.40125 -0.6 -0.7 0.4 0.000
C 5.38945 -2.74631 -3.42940 1.7 0.5 1.3 0.000
C 4.79509 -3.21118 -4.72216 -0.9 -0.8 0.8 0.000
O 5.73919 -3.20422 -5.69859 1.3 -0.1 -1.8 0.000
C 5.24150 -3.49417 -7.02434 0.5 0.6 0.3 0.000
H 4.36493 -5.26503 -2.44271 0.1 -0.2 -0.6 0.000
H 5.26908 -5.06243 -1.07347 0.7 0.0 0.2 0.000
H 5.40583 -6.59055 -1.91562 0.3 0.1 -0.3 0.000
H 6.44285 -5.10162 -4.05804 -0.8 -0.5 0.0 0.000
H 7.47201 -5.45318 -2.78005 0.1 0.3 0.6 0.000
H 7.15885 -1.92456 -1.40866 0.1 0.0 -0.4 0.000
H 7.91910 -3.51905 -1.12670 -0.2 0.0 -0.3 0.000
H 6.18972 -3.25543 -0.88161 0.0 -0.1 0.0 0.000
H 8.03581 -1.81169 -3.65934 -0.7 0.0 0.1 0.000
H 7.80239 -3.08231 -4.87622 -0.5 0.0 0.3 0.000
H 10.13849 -3.01506 -3.98551 -0.3 0.1 -0.2 0.000
H 9.37307 -4.54375 -3.52922 0.0 -0.1 -0.5 0.000
H 9.61496 -3.36302 -2.35271 -0.3 0.6 0.0 0.000
H 5.72011 -1.70875 -3.47654 -0.4 0.2 -0.1 0.000
H 4.74433 -2.88971 -2.56259 -0.3 0.1 -0.2 0.000
H 3.93134 -2.58655 -4.94993 -0.1 0.5 0.0 0.000
H 4.36193 -4.20371 -4.59827 -0.1 -0.4 0.1 0.000
H 4.46710 -2.77079 -7.27958 -0.3 -0.3 0.0 0.000
H 4.95301 -4.54214 -7.10575 -0.4 0.0 0.1 0.000
H 6.04573 -3.30315 -7.73484 0.1 0.1 0.3 0.000
C -6.37392 6.08226 3.69805 -1.2 0.9 1.2 0.000
N -5.96525 5.30094 4.94045 0.2 -0.9 -1.0 0.000
C -4.71702 4.44977 4.45541 -0.3 0.9 1.8 0.000
C -5.55368 6.21473 6.13077 -1.3 -0.6 -0.8 0.000
C -7.07044 4.25188 5.40596 0.6 0.6 0.5 0.000
C -8.47877 4.74059 5.64484 0.2 1.3 -1.0 0.000
O -9.13036 5.06661 4.40366 0.0 -0.4 0.4 0.000
H -5.64748 6.84106 3.40717 0.5 -0.6 0.1 0.000
H -7.23990 6.66326 4.01526 -0.3 -0.1 -0.2 0.000
H -6.66867 5.46184 2.85171 0.4 -0.3 0.3 0.000
H -4.24163 4.10295 5.37292 -0.3 -0.6 0.0 0.000
H -3.98876 5.14027 4.03004 -0.4 0.0 -0.5 0.000
H -5.06812 3.66767 3.78225 0.2 0.3 0.0 0.000
H -5.56958 5.56234 7.00383 1.2 0.1 -0.1 0.000
H -6.29875 6.97258 6.37294 -0.6 -0.1 -0.6 0.000
H -4.67915 6.81484 5.87945 0.4 -0.9 0.1 0.000
H -6.73027 3.93110 6.39059 0.4 -0.3 -0.1 0.000
H -7.13789 3.37275 4.76512 0.7 0.4 -0.4 0.000
H -8.44338 5.66319 6.22419 -0.1 0.0 0.5 0.000
H -9.04743 3.97464 6.17216 0.3 -0.1 0.1 0.000
H -10.07147 5.01676 4.58648 -0.1 0.1 -0.2 0.000
C 2.24436 0.71571 -4.11813 -0.9 0.2 -0.7 0.000
N 1.35127 0.66872 -2.92849 1.8 0.5 0.8 0.000
C 0.02272 0.66955 -3.01582 -0.6 -0.5 0.6 0.000
C -0.76385 0.47830 -1.88631 0.0 0.5 0.0 0.000
C -0.22857 0.40201 -0.59263 1.0 -0.3 -2.4 0.000
C 1.16802 0.46055 -0.55227 1.1 0.9 -0.3 0.001
C 1.95073 0.64309 -1.69867 -1.9 -0.8 0.6 -0.001
C -1.06832 0.28405 0.58005 -0.9 0.5 1.2 0.001
C -2.04696 -0.72273 0.64887 0.0 1.6 1.2 0.003
C -2.94118 -0.66800 1.74317 1.2 0.1 -1.0 0.008
N -2.85510 0.31416 2.68985 -0.5 -2.2 -0.8 0.000
C -1.81012 1.17335 2.65072 -0.8 1.4 0.5 -0.001
C -0.95015 1.27335 1.59297 -0.1 -2.1 -0.9 0.000
C -3.84396 0.14062 3.82536 1.4 0.5 1.0 0.003
H 1.62754 0.38686 -4.95448 0.2 0.0 -0.2 0.000
H 3.12542 0.08047 -4.02699 -0.3 -0.1 0.4 0.000
H 2.58103 1.72701 -4.34622 -0.2 0.1 0.3 0.000
H -0.48645 0.77515 -3.96240 0.5 -0.1 -0.4 0.000
H -1.81980 0.49126 -2.11263 -0.1 -0.2 0.4 0.000
H 1.70686 0.48728 0.38332 0.0 -0.2 0.3 0.001
H 3.02770 0.67699 -1.62509 -0.1 0.0 -0.2 0.000
H -2.03054 -1.42723 -0.16955 -0.4 -0.5 0.3 0.000
H -3.67953 -1.44019 1.90115 0.1 0.3 0.0 -0.013
H -1.74699 1.95000 3.39852 -0.3 -0.3 0.4 0.000
H -0.15591 2.00351 1.54348 -0.1 0.2 0.2 0.000
H -4.45573 1.02055 4.02422 0.2 0.1 -0.5 -0.001
H -3.23153 -0.03170 4.71042 0.0 0.1 0.1 0.000
H -4.44942 -0.76441 3.77609 0.3 0.2 -0.7 0.001
C 1.23192 -3.06264 -3.35528 -3.6 -0.1 1.9 0.000
F 1.97520 -2.09808 -2.73751 0.2 -1.0 -1.1 0.000
F 0.97513 -2.74650 -4.62471 1.1 0.1 0.2 0.000
F 1.78815 -4.27460 -3.26897 1.2 0.6 -0.4 0.000
S -0.47961 -3.25332 -2.39400 -2.0 0.2 0.7 0.000
O -0.21075 -2.88910 -1.01722 1.2 -0.2 0.0 0.000
O -1.42683 -2.29956 -2.95914 0.7 0.3 -1.0 0.000
O -0.91713 -4.62733 -2.60145 1.2 0.3 -0.3 0.000
C 3.27327 -2.38097 0.77261 1.7 -1.2 2.9 0.000
F 3.24197 -3.12560 -0.32089 -0.9 -0.2 -1.3 0.000
F 3.96189 -1.26845 0.47365 0.1 0.3 -0.3 0.000
F 2.09662 -2.01871 1.24505 -0.3 -0.2 -0.8 0.000
S 4.19154 -3.47869 2.09165 -0.1 0.9 0.7 0.000
O 3.45502 -4.71995 2.13877 -0.2 -0.1 -0.5 0.000
O 5.54057 -3.62470 1.53101 0.0 0.2 -0.7 0.000
O 4.13394 -2.68886 3.30391 0.1 -0.1 -0.6 0.000
C 4.87289 0.76194 -7.02143 -3.4 -1.5 -3.4 0.000
F 3.62704 1.22604 -6.87095 -0.7 0.5 0.1 0.000
F 5.65773 1.73678 -6.87452 2.8 2.3 1.6 0.000
F 4.95815 -0.20380 -6.12723 1.2 -0.6 0.8 0.000
S 5.05883 0.17040 -8.83335 0.5 -0.1 -3.2 0.000
O 5.93833 -0.98221 -8.69584 0.7 0.1 0.7 0.000
O 3.74889 -0.24239 -9.31900 0.3 0.7 0.9 0.000
O 5.67148 1.27619 -9.65476 -1.1 -1.5 2.4 0.000
C 1.30989 2.88360 4.57851 2.4 -1.7 -0.3 0.000
F 1.60699 3.35155 5.82498 -0.5 0.3 -1.3 0.000
F 0.64112 1.73077 4.77699 -0.2 0.5 -0.3 0.000
F 0.56878 3.71682 3.85592 -0.2 0.2 0.7 0.000
S 2.98461 2.45860 3.59589 2.5 -0.1 -1.1 0.000
O 3.65677 1.32991 4.28208 -1.9 1.5 -0.6 0.000
O 2.58254 2.13251 2.16691 0.0 1.0 3.1 0.000
O 3.79624 3.71332 3.75513 -2.0 -1.5 -0.5 0.000
C -3.20763 3.30253 -0.67542 1.3 1.4 2.1 0.000
F -3.72198 3.99175 -1.64974 -0.5 0.6 -1.1 0.000
F -3.54232 2.05340 -0.78047 -0.6 -1.4 0.0 0.000
F -1.83501 3.35761 -0.77813 -1.3 0.2 0.2 0.000
S -3.82576 4.09206 1.03043 0.3 -0.3 2.3 0.000
O -4.11144 5.50420 0.80866 0.1 -0.4 -0.8 0.000
O -5.08925 3.36803 1.44248 2.5 0.5 -1.0 0.000
O -2.63395 3.92655 1.92618 -2.2 -0.4 -1.5 0.000
C -5.88062 -2.70718 -0.36861 1.1 -1.9 -0.2 -0.012
F -6.27382 -1.69983 -1.05773 -1.2 1.7 -0.4 -0.001
F -6.08314 -3.81157 -1.12637 -0.9 0.2 1.2 -0.001
F -4.58526 -2.63668 -0.20990 0.6 0.2 0.9 0.000
S -6.71878 -2.71089 1.39732 0.3 0.8 0.9 -0.119
O -5.92621 -1.81627 2.27210 -1.1 -1.5 -1.7 0.329
O -8.10436 -2.29219 1.23985 0.8 -0.2 -0.3 0.291
O -6.71691 -4.08923 1.93479 0.3 0.6 -0.5 0.509
C -2.99258 1.25939 -6.26319 1.4 -0.7 -0.8 0.000
F -3.61712 0.17378 -6.84701 0.7 1.4 0.5 0.000
F -3.67848 2.37239 -6.59757 -0.2 -0.8 0.7 0.000
F -2.98491 1.01539 -4.93824 -0.6 0.6 -0.4 0.000
S -1.15806 1.52697 -6.80643 2.0 -0.2 -1.6 0.000
O -0.70859 2.78069 -6.21009 -1.1 -0.5 0.6 0.000
O -0.42351 0.35347 -6.35910 -0.8 0.0 1.2 0.000
O -1.14605 1.57418 -8.25576 -1.3 0.3 0.0 0.000
C -0.43247 -3.43520 4.85352 -1.6 0.5 -2.2 0.000
F 0.40219 -4.35001 4.32750 -0.7 0.1 0.9 0.000
F -0.46995 -3.45351 6.17352 0.7 -0.3 0.5 0.000
F 0.04008 -2.24393 4.42508 -0.3 -0.3 0.6 0.000
S -2.29505 -3.64080 4.21975 0.4 -2.3 -1.0 0.001
O -2.18576 -3.22680 2.81993 0.0 0.1 0.6 0.000
O -2.61115 -5.08716 4.38141 0.8 1.9 0.1 0.000
O -3.13501 -2.77875 5.02627 0.3 0.4 0.4 0.001
C -1.65977 2.69711 6.89433 -1.3 -1.5 0.1 0.000
F -0.65992 3.41360 7.33619 0.5 0.1 0.6 0.000
F -1.93891 3.10489 5.65792 -0.4 0.6 -0.5 0.000
F -1.33739 1.39245 6.78088 0.3 0.6 0.4 0.000
S -3.19263 2.77076 7.99733 -2.6 -3.2 1.2 0.000
O -4.31972 2.15234 7.23871 1.8 0.4 -0.2 0.000
O -2.85788 1.96685 9.19574 0.3 1.5 -1.7 0.000
O -3.52975 4.14875 8.22048 0.8 1.9 0.2 0.000
```
Forces are in eV/Å.